[1]
15
Properties=species:S:1:pos:R:3 method="wB97M-V/def2-TZVPD" relative_energy_kcal_mol=18.11 smiles="O=CO.CCN" gap_ev=10.29 lumo_ev=0.59 homo_energy_ev=-9.71
O 3.44757 0.29756 1.31560
C 2.34769 0.57107 0.95766
O 1.24317 0.19106 1.54575
H 2.19910 1.13352 0.00898
C -0.53516 -1.22534 -0.98317
C -1.46489 -0.28182 -0.25707
N -0.77249 0.95240 0.17617
H -1.08885 -2.12059 -1.26239
H -0.14708 -0.78322 -1.89933
H 0.30546 -1.50640 -0.36188
H -2.32794 -0.03497 -0.87572
H -1.83383 -0.75651 0.65369
H 0.39633 0.55539 1.02895
H -1.43671 1.59814 0.55617
H -0.33238 1.40970 -0.60342

=====

[2]
7
Properties=species:S:1:pos:R:3 method="wB97M-V/def2-TZVPD" relative_energy_kcal_mol=109.07 gap_ev="7.34 / 7.34" lumo_ev="-1.96 / -1.96" homo_energy_ev="-9.30 / -9.30"
C -0.90097 0.21559 0.23550
N 0.37823 0.23408 -0.51349
O -1.23007 -1.05649 -0.00407
S 1.71912 -0.16497 0.16370
H -0.76400 0.46925 1.30232
H -1.54639 0.96877 -0.24506
H 2.34408 -0.66623 -0.93890

=====

[3]
20
Properties=species:S:1:pos:R:3 method="wB97M-V/def2-TZVPD" relative_energy_kcal_mol=6.70 smiles=CCC.NCN gap_ev=9.80 lumo_ev=1.07 homo_energy_ev=-8.73
C -2.52458 0.26434 0.44366
C -2.40302 -0.98007 -0.39950
C -0.99836 -1.51354 -0.25670
H -1.86925 1.09222 0.15977
H -2.24685 0.09012 1.49169
H -3.56310 0.61931 0.51212
H -2.53734 -0.63489 -1.42469
H -3.14043 -1.75875 -0.19367
H -0.89125 -2.46562 -0.80395
H -0.28641 -0.78664 -0.63121
H -0.73664 -1.80036 0.75950
N 3.25485 1.53918 -0.53215
C 1.89514 1.10135 -0.35099
N 1.66839 0.18155 0.79623
H 3.87806 0.80545 -0.79211
H 3.64473 2.06535 0.23423
H 1.15498 1.88123 -0.23837
H 1.67096 0.45889 -1.19933
H 2.19884 -0.65858 0.68332
H 1.83128 0.49946 1.74215

=====

[4]
65
Properties=species:S:1:pos:R:3 method="wB97M-V/def2-TZVPD" gap_ev=7.73 charge=+1 lumo_ev=-2.97 homo_energy_ev=-10.69
O 4.80076 4.41534 -1.48066
O 8.11069 1.80127 -1.64001
N -3.43081 -2.12524 -1.25387
N -2.87099 1.25231 2.56512
O -4.66755 -2.84113 -1.35803
O -0.56433 -0.35794 2.76653
C 5.48712 3.64673 -0.82929
C 7.60875 1.06132 -0.81048
C -3.74967 -0.86728 -1.11098
C -2.49106 0.44409 1.60114
C -3.64637 2.23096 1.95901
C -5.17079 -0.70458 -1.09914
C -5.70256 -1.94581 -1.25017
C 2.71219 0.04767 -0.62900
C -3.70071 2.02154 0.61166
C 3.89971 0.10524 0.05038
C 2.26628 0.37688 1.52119
C -9.85871 -2.99485 -1.36512
C -8.87614 -3.96109 -1.59469
C -9.48593 -1.67685 -1.09187
C -7.52309 -3.60934 -1.55695
C -8.13295 -1.32441 -1.05284
C -7.13201 -2.28728 -1.28780
N 1.70413 0.21887 0.30698
N 8.31246 0.09416 -0.20571
N -2.95852 0.88408 0.36574
N 5.45313 2.34195 -1.10069
N 3.60608 0.31885 1.38810
C 6.33397 4.16802 0.31521
C 9.72902 -0.18272 -0.46458
C -2.77047 0.25244 -0.95041
C -2.42763 -1.87350 2.53680
C -1.61593 -0.76100 1.87629
C 5.28626 -0.02820 -0.54266
C 6.13561 1.24768 -0.38299
H -0.99464 0.12574 3.50539
H -4.13154 3.05018 2.48186
H -5.70653 0.22849 -0.98496
H 2.59034 -0.10483 -1.69678
H -4.23546 2.63758 -0.10486
H 1.71856 0.50174 2.45451
H -10.90975 -3.26873 -1.39776
H -9.16353 -4.98790 -1.80268
H -10.24993 -0.92717 -0.90621
H -6.77500 -4.37655 -1.73842
H -7.87952 -0.29287 -0.83269
H 0.70522 0.21772 0.12508
H 7.85169 -0.47586 0.48212
H 4.95763 2.12056 -1.94990
H 4.27873 0.38787 2.14223
H 6.25335 5.25467 0.33884
H 5.97858 3.76292 1.25823
H 7.37596 3.89996 0.14786
H 10.35158 0.36112 0.24888
H 9.93152 -1.25111 -0.37082
H 10.00536 0.13498 -1.47401
H -1.75137 -0.12349 -1.06339
H -2.93920 0.99020 -1.74058
H -3.21824 -2.21861 1.86212
H -1.78073 -2.72331 2.77580
H -2.89230 -1.51578 3.46180
H -1.19638 -1.14516 0.94284
H 5.77825 -0.86502 -0.04462
H 5.20804 -0.28007 -1.60281
H 6.16940 1.49461 0.67669

=====

[5]
12
Properties=species:S:1:pos:R:3 method="wB97M-V/def2-TZVPD" relative_energy_kcal_mol=0.00 gap_ev=10.45 lumo_ev=0.91 homo_energy_ev=-9.54
C 0.20304 0.19597 0.03358
C 1.48782 -0.61372 0.05632
H -2.46312 0.45260 0.77527
H -2.04812 0.85408 -0.67459
H -0.88525 -1.43810 -0.38164
H 1.05854 1.86930 0.03485
H 1.53175 -1.34590 -0.77058
H 1.55877 -1.14911 0.99847
N -2.18424 0.04048 -0.10125
N -0.93692 -0.57644 0.07455
N 0.11823 1.46927 0.03703
F 2.55950 0.24158 -0.08201

=====

[6]
37
Properties=species:S:1:pos:R:3 method="wB97M-V/def2-TZVPD" relative_energy_kcal_mol=2.12 smiles="O=[N+]([O-])c1cc(OC(F)(F)F)ccc1S(=O)(=O)Nc1cccc(B(O)O)c1" gap_ev=7.39 lumo_ev=-0.94 homo_energy_ev=-8.33
O -1.47193 -1.06442 1.55136
O 1.54522 -3.03376 1.59278
O 2.74168 -1.52730 -0.18484
O -1.77541 0.43494 0.07150
F -3.98734 -2.20153 -5.06240
F -2.99252 -0.79478 -3.74676
F -4.00117 -2.56164 -2.87293
O -0.05536 3.27905 4.26506
O 0.45028 5.26040 2.84918
O -2.09012 -2.87623 -3.92371
B 0.36700 3.90217 3.08369
C 2.55213 2.48914 0.22224
C -0.13750 -3.37321 -2.64128
C 1.94803 3.42246 1.05495
C 2.18612 1.15908 0.30433
C 0.61238 1.68418 2.00421
C -1.76288 -1.84840 -1.73004
C 0.70223 -3.07847 -1.57577
C -1.37822 -2.69521 -2.77838
C 0.98028 2.98285 1.95007
C 1.21816 0.74046 1.21160
C -0.93860 -1.58319 -0.66974
C 0.32667 -2.17838 -0.62411
N 0.89808 -0.57699 1.40213
N -1.42185 -0.69431 0.37960
C -3.27255 -2.08721 -3.92837
S 1.57117 -1.90053 0.62582
H -0.42532 3.77566 5.02390
H 0.11743 5.86232 3.55310
H 3.24640 2.77079 -0.52409
H 0.12772 -4.04587 -3.42083
H 2.31654 4.43459 1.15456
H 2.77620 0.40706 -0.21646
H -0.15535 1.40053 2.70973
H -2.70253 -1.35476 -1.73919
H 1.63503 -3.63612 -1.46154
H 0.24989 -0.89335 2.09062